# 1
{"formula": "H80O40", "method": "the ωB97M-V functional and the def2-TZVPD basis", "elements": ["H", "H", "O", "H", "H", "O", "H", "H", "O", "H", "H", "O", "H", "H", "O", "H", "O", "H", "O", "H", "H", "O", "H", "H", "O", "H", "H", "O", "H", "H", "O", "H", "O", "H", "H", "O", "H", "H", "O", "H", "H", "O", "H", "H", "O", "H", "H", "O", "H", "H", "O", "H", "O", "H", "H", "O", "H", "O", "H", "H", "O", "H", "H", "O", "H", "H", "O", "H", "H", "O", "H", "H", "O", "H", "H", "O", "H", "H", "O", "H", "H", "O", "H", "H", "O", "H", "H", "O", "H", "O", "H", "H", "O", "H", "H", "H", "H", "H", "H", "O", "H", "H", "O", "H", "H", "O", "H", "H", "O", "H", "H", "O", "H", "H", "O", "H", "H", "O", "H", "H"], "coordinates": [[-0.09506, -3.09682, -0.38271], [0.29030, -2.38942, -1.75514], [-0.35645, -3.10532, -1.30478], [1.35314, -1.02451, 2.10472], [-0.03406, -1.63893, 1.76241], [0.89058, -1.62272, 1.51330], [-2.02821, 3.16813, -0.26692], [-0.75874, 3.94017, 0.56548], [-1.10907, 3.28418, -0.05506], [3.70911, 1.72091, 0.54057], [2.33586, 1.17881, 0.65607], [3.08799, 1.41283, 1.24677], [-2.95853, -5.46542, 0.76201], [-2.35269, -4.15298, 0.43364], [-2.87957, -4.58484, 1.12007], [-3.94212, 0.72664, 3.39379], [-3.19097, 0.67849, 2.77114], [-2.50284, -2.87045, -3.65873], [-2.58350, -2.35637, -4.45460], [3.68650, 3.97502, 2.12330], [3.57963, 5.42713, 1.59679], [4.14924, 4.83899, 2.08174], [-0.12993, -5.38624, 0.05424], [-0.32516, -6.77726, -0.16458], [-0.86671, -5.96889, -0.13887], [1.87100, 3.17147, 1.56238], [0.63737, 2.83923, 2.34280], [1.25570, 3.60656, 2.16853], [-1.13572, 5.08819, -4.50446], [-1.35736, 4.69381, -2.99282], [-1.74344, 5.12526, -3.74777], [2.49044, 4.97631, -1.87706], [2.61514, 4.05222, -1.69492], [-4.08380, -1.12160, 2.66940], [-5.05782, -1.34713, 3.83976], [-5.01770, -1.08309, 2.91980], [-3.45109, -4.15649, -1.28523], [-2.21450, -3.23712, -1.49683], [-3.20728, -3.22048, -1.45592], [-2.91752, -0.60718, -0.74398], [-2.14433, 0.83044, -0.22382], [-2.20031, -0.10783, -0.34719], [0.89252, 0.49432, -4.20827], [2.13781, 0.69483, -4.93922], [1.79982, 0.79937, -4.02286], [2.41637, 0.35025, 3.97345], [2.70555, -1.04737, 4.50177], [2.69547, -0.52430, 3.70514], [3.50838, 0.99260, -1.44389], [2.96964, 2.28334, -2.03884], [3.82264, 1.82236, -1.85843], [-4.84533, -2.41661, 1.04616], [-5.67494, -2.65927, 0.60405], [-0.71226, -3.54355, -4.77261], [-0.64956, -3.48008, -3.23807], [-0.15038, -3.72929, -4.00811], [0.37086, -1.45372, 5.11486], [0.37430, -1.04593, 4.25889], [-0.90181, 5.36371, 3.54457], [-2.34386, 4.98998, 3.48972], [-1.60409, 5.03205, 4.10115], [2.58531, -1.55820, -0.28113], [3.96363, -1.59247, -0.88046], [3.03474, -1.43231, -1.11044], [1.88747, -4.33115, 0.85996], [1.52275, -3.11800, 0.22145], [1.71101, -4.00933, -0.02617], [-0.38524, 1.10097, 3.35591], [-1.14261, 0.45335, 2.11519], [-0.31418, 0.88686, 2.42333], [-2.83986, 0.63631, -2.41798], [-1.31550, 0.82920, -2.50523], [-2.10225, 0.67801, -3.03747], [-3.95215, -1.28436, -2.66999], [-4.49875, -1.72349, -1.22095], [-4.38755, -1.01938, -1.86202], [3.46568, -1.83942, 2.00248], [3.97048, -0.41152, 1.81010], [3.82052, -1.24536, 1.34396], [0.25797, 0.48106, 0.01330], [0.91518, 1.77835, -0.39098], [1.00961, 0.82084, -0.47993], [-2.40058, 1.35482, -4.65232], [-2.70804, 1.02832, -6.09725], [-2.01968, 1.45465, -5.55961], [-0.33050, 2.47716, 5.80500], [0.43919, 1.36502, 4.94438], [-0.40095, 1.71478, 5.23089], [0.42843, -1.35623, -3.49082], [0.65987, -1.15245, -2.57438], [0.18156, -4.00298, 1.58939], [-0.12372, -4.34404, 3.00193], [0.33200, -4.69038, 2.23349], [-5.53520, -3.59469, 0.50213], [-3.47787, 0.91095, 1.87396], [-0.45672, -1.24649, 3.83110], [-2.05433, -1.55210, -4.40172], [3.28205, 3.68700, -1.10914], [1.44070, -0.56599, -2.66203], [5.40390, 2.38369, 0.50490], [5.85047, 2.17554, 1.34930], [5.66812, 3.31742, 0.38543], [2.32471, -5.79672, -1.77008], [2.08700, -4.86221, -1.65474], [2.98892, -5.85273, -1.08615], [4.24438, 3.26230, 4.04684], [4.95842, 3.31194, 3.43168], [3.91504, 4.13845, 4.17346], [5.18981, 0.43969, 4.22384], [4.59712, 1.18460, 4.30136], [5.48004, 0.23465, 3.33651], [-0.10483, -0.60140, -5.70448], [-0.75055, 0.10312, -5.56321], [-0.46393, -1.37364, -6.15522], [-3.36825, 2.99770, -3.12123], [-3.28226, 3.16410, -2.18125], [-2.95616, 3.67144, -3.67963], [-4.39737, 3.42742, 0.08551], [-4.83308, 3.70140, -0.71479], [-5.13258, 3.04951, 0.57729]], "forces_ev_per_angstrom": [[-0.234, -0.090, -0.220], [-1.385, -0.976, 0.778], [0.470, 1.370, -0.854], [0.128, 0.337, 0.541], [0.002, 0.370, 0.076], [-0.105, -0.909, -1.029], [-0.675, 1.068, 0.906], [-1.170, -0.144, -0.089], [1.813, -0.972, -0.751], [0.130, -0.127, 0.992], [0.000, -0.699, 0.676], [-0.225, 0.867, -1.316], [0.265, -0.667, 0.112], [-0.088, -0.002, 0.273], [-0.309, 0.813, 0.046], [0.331, 0.095, -0.947], [0.542, 0.407, 0.129], [0.012, 0.001, 0.693], [-0.571, 0.420, -1.151], [0.107, 0.734, -0.083], [-0.391, 0.288, -0.289], [0.133, -0.610, -0.212], [0.042, 0.772, -0.148], [-0.717, -0.109, -0.296], [0.676, -0.993, -0.082], [0.257, -0.138, 0.057], [0.688, 1.082, -0.136], [-1.219, -1.096, 0.011], [-0.073, -0.183, 0.625], [0.727, -0.275, 0.234], [-0.379, 0.558, -0.906], [0.778, 0.418, 0.618], [-1.485, -0.936, -0.499], [-0.158, 0.102, 0.291], [-0.016, -0.299, 0.156], [-0.258, -0.220, -0.091], [0.158, 0.847, -0.268], [-0.371, 0.175, 0.227], [0.929, -1.507, -0.043], [-1.020, 0.924, -0.611], [-1.027, 0.480, -0.458], [2.186, -1.116, 1.647], [0.279, 0.278, 0.323], [0.258, 0.181, 0.887], [-0.410, -0.085, -1.375], [-0.005, 0.226, -0.063], [0.085, -0.161, 0.314], [0.447, 0.100, -0.621], [0.385, 0.059, -0.510], [0.840, -0.694, -0.569], [-1.272, -0.228, 0.690], [-0.535, 0.093, 0.071], [0.618, 0.489, -0.044], [-0.009, -0.090, 0.348], [-0.146, -0.129, 0.547], [0.505, -0.136, -0.990], [-0.364, -0.440, 0.699], [-0.267, 0.189, -0.140], [0.534, 0.099, -0.074], [-0.248, -0.110, 0.092], [-0.219, -0.046, -0.006], [-0.031, 0.365, 0.548], [-0.478, 0.066, 0.018], [0.623, 0.047, -1.179], [0.482, -0.842, 0.290], [0.123, 1.588, -0.116], [0.191, -0.500, 0.850], [-0.893, -0.033, 0.164], [0.558, 0.831, 0.787], [-0.033, -0.339, -1.215], [0.066, 0.006, -0.096], [0.153, -0.268, 0.109], [0.047, -0.524, -0.159], [0.055, -0.927, -0.038], [-0.074, -0.756, -0.519], [-0.411, 2.133, 0.422], [0.058, -0.062, 0.399], [-0.509, -0.058, -0.111], [0.694, -0.264, -0.022], [-0.124, -0.360, 0.107], [-0.394, 0.142, -0.297], [0.190, 0.595, -0.057], [0.645, 0.245, -0.161], [0.339, 0.335, -0.105], [-0.876, -0.484, 0.099], [0.518, 0.206, -0.145], [0.635, 0.228, 0.618], [-0.991, -0.524, -0.303], [0.047, -0.311, -0.096], [0.041, 0.543, -0.451], [-0.091, 0.260, -0.283], [-0.096, -0.214, 0.369], [0.143, -0.079, 0.449], [-0.115, -0.750, -0.209], [-0.331, -0.047, 0.541], [-0.435, -0.039, 0.266], [0.109, -0.067, 0.550], [0.597, 1.109, 0.112], [-0.130, -0.552, 0.406], [1.203, 0.848, 0.759], [-0.331, -0.132, -0.555], [-0.305, -0.536, -0.195], [-0.007, 0.184, -0.242], [-0.296, -0.367, -0.383], [0.418, -0.394, 0.181], [-0.467, -1.771, 1.107], [0.747, 0.370, -0.371], [-0.138, 0.883, -0.059], [1.018, -0.609, 1.069], [-0.068, 0.420, -0.713], [-0.428, 0.375, -0.234], [0.921, -0.495, 0.426], [-0.814, 0.167, -0.534], [-0.271, 0.435, 0.072], [-0.972, -0.560, -0.259], [0.300, 0.503, -0.270], [0.111, 0.378, 0.617], [0.209, -0.230, 0.329], [-0.196, 0.340, -0.751], [0.088, -0.162, 0.274]], "e_above_lowest_kj_mol": 735.6, "total_charge": 0, "largest_force_ha_per_bohr": 0.057, "lumo_energy_ev": -0.62}

# 2
{"formula": "C8H8O3", "method": "the ωB97M-V functional and the def2-TZVPD basis", "elements": ["C", "C", "C", "C", "C", "C", "C", "C", "H", "H", "H", "H", "H", "H", "H", "H", "O", "O", "O"], "coordinates": [[-0.45833, 1.29301, -2.24528], [0.23952, -0.35394, -0.54800], [0.19961, -1.74396, -0.66880], [0.25613, -2.60864, 0.36139], [0.18827, -2.04079, 1.58279], [-0.10349, -0.67468, 1.68824], [0.10000, 0.17777, 0.69516], [0.20190, 1.65754, 1.17002], [-1.12013, 1.86241, -1.35019], [0.04480, 2.00517, -2.94272], [-1.34229, 0.47210, -2.56534], [0.46085, -2.02411, -1.56176], [0.16497, -3.63605, 0.17935], [-0.04621, -2.61157, 2.55325], [-0.54909, -0.16289, 2.65618], [0.51521, 3.41527, 0.35467], [0.64598, 0.39957, -1.75444], [0.28068, 2.55925, 0.08303], [0.32160, 2.01455, 2.31246]], "forces_ev_per_angstrom": [[-2.880, -2.200, 2.285], [1.445, 0.528, -3.269], [0.284, 3.296, 1.502], [-0.500, 0.227, 0.369], [-2.718, 0.081, 4.297], [-0.722, -1.082, 4.769], [-0.158, 4.300, -0.530], [0.619, 0.759, -1.714], [2.431, -1.321, -2.503], [-0.994, -0.852, 0.328], [2.438, 2.471, -0.334], [0.759, -1.958, -5.201], [0.479, -1.389, -0.032], [0.804, 0.519, -1.738], [1.536, -1.550, -1.663], [0.493, 1.873, 1.181], [-2.431, 0.016, 2.321], [-0.532, -3.349, 0.835], [-0.356, -0.371, -0.903]], "smiles": "COc1ccccc1C(=O)O", "e_above_lowest_kj_mol": 344.2, "total_charge": 0, "largest_force_ha_per_bohr": 0.109, "lumo_energy_ev": 0.49}

Asked for orbital gap across the records above, the calculation gives 9.58, 9.86 eV in order.